Record 1
A molecular structure, C4H7NOS in a non-equilibrium geometry, computed with ωB97M-V/def2-TZVPD.

Geometry as XYZ:
```
14
Properties=species:S:1:pos:R:3:forces:R:3
C -1.4574 1.0254 -0.1506 -0.4 -0.7 0.9
C 0.0428 0.9001 0.0022 -0.6 -0.6 0.8
C 0.8883 -1.3131 -0.5019 -0.3 -1.1 0.2
C 1.9082 -0.5347 0.2245 1.3 0.0 0.5
H -2.8754 -0.3938 1.6612 1.0 -0.2 -4.1
H -1.7359 1.4890 -1.0563 0.1 0.4 -1.3
H -1.7757 1.7590 0.5782 0.0 0.0 0.4
H 0.6280 -2.3675 -0.2946 0.2 0.8 -0.1
H 0.8190 -0.9497 -1.4979 -0.3 -0.3 -1.0
H 2.3122 0.2796 -0.3838 0.7 -0.5 0.5
H 2.4618 -0.9710 1.0764 -0.2 0.4 -0.8
N 0.5363 -0.3033 0.4700 -1.2 -0.5 0.5
O 0.7715 1.8403 -0.0929 0.3 1.6 -0.6
S -2.5236 -0.4602 -0.0343 -0.5 0.5 4.0
```
Forces are in eV/Å.

Output
Energy above the lowest of the compared OMol25 structures with the same formula, charge and spin ... 65.35 kcal/mol
Frontier orbital gap ... 0.3408 Ha



Record 2
2 unconnected molecules or ions with the total composition C3H9NO2 in a non-equilibrium geometry, computed with ωB97M-V/def2-TZVPD.

Geometry as XYZ:
```
15
Properties=species:S:1:pos:R:3:forces:R:3
C 0.1337 0.0414 1.0792 0.0 0.3 0.2
N 0.8447 -0.4916 -0.0382 1.0 -0.5 -1.6
C 0.2104 -0.4224 -1.3462 -1.0 -0.5 0.8
C -0.6526 -1.6663 -1.5151 -0.8 0.1 -0.6
O -1.7180 -1.6674 -2.0864 0.4 0.0 0.2
H -0.0246 1.1330 1.0583 -0.2 -0.2 -0.2
H -0.8188 -0.4986 1.1293 0.0 0.3 0.4
H 0.7262 -0.1421 1.9761 -0.2 -0.2 0.1
H 1.8354 -0.3433 -0.0780 0.1 0.3 0.3
H 0.8337 -0.4336 -2.2434 0.6 0.2 0.4
H -0.4589 0.4392 -1.4211 0.0 0.1 -0.2
H -0.2529 -2.6148 -1.1091 0.2 0.1 0.2
O 0.8580 3.1079 2.6975 -0.8 0.3 0.5
H 0.4085 3.9565 2.5403 0.4 -0.4 -0.1
H 0.3017 2.7182 3.3983 0.5 0.1 -0.4
```
Forces are in eV/Å.

Output
Energy above the lowest of the compared OMol25 structures with the same formula, charge and spin ... 45.46 kcal/mol
Frontier orbital gap ... 0.3479 Ha



Record 3
A molecular structure, C3H4IN in a non-equilibrium geometry, computed with ωB97M-V/def2-TZVPD.

Geometry as XYZ:
```
9
Properties=species:S:1:pos:R:3:forces:R:3
C -0.7101 -1.4816 0.0958 -0.1 3.2 -0.5
C -1.1810 -0.0120 -0.5266 1.7 -1.1 -0.6
C 0.3088 -0.7411 0.5115 2.0 -1.8 1.1
N -0.1036 0.5527 -0.0748 -1.9 -0.1 -0.4
I 2.1546 2.9076 0.4800 0.6 0.5 0.2
H -0.8599 -2.4819 -0.1362 -0.5 -1.6 0.0
H -1.8227 0.3194 -1.3808 0.3 0.0 1.2
H 1.3074 -1.0465 1.0076 -1.8 1.0 -0.9
H 0.9064 1.9835 0.0235 -0.2 -0.2 0.0
```
Forces are in eV/Å.

Output
Energy above the lowest of the compared OMol25 structures with the same formula, charge and spin ... 80.80 kcal/mol
Frontier orbital gap ... 0.3101 Ha



Record 4
A gas-phase ion, C8H17N2O (charge +1) in a non-equilibrium geometry, computed with ωB97M-V/def2-TZVPD.

Geometry as XYZ:
```
28
Properties=species:S:1:pos:R:3:forces:R:3
C -2.1751 -0.4887 1.0010 -0.6 1.5 0.6
C -1.4418 -0.3229 -0.1092 -0.8 -0.1 0.7
C -0.7100 -1.4631 -0.7797 -0.9 0.4 -0.8
C 0.7781 -1.1850 -0.9610 1.3 0.4 -3.0
C 1.2546 -0.7064 0.3707 0.8 2.0 -1.9
N 1.2522 0.5881 0.5592 0.8 -2.0 1.5
C 1.7336 -1.5149 1.4948 -2.3 -1.6 1.9
N 1.9917 -0.7100 2.6518 -1.6 0.0 -0.9
C -1.5532 1.0646 -0.7097 1.7 -0.2 -0.5
O -0.3860 1.5066 -1.4389 0.7 -1.9 0.5
C -0.5115 2.6564 -2.1649 -1.0 3.0 -1.8
H -2.6368 0.4168 1.5808 0.8 -1.8 -1.4
H -2.4544 -1.4736 1.3523 0.3 0.0 0.3
H -1.2552 -1.6911 -1.7217 0.8 0.0 0.3
H -0.6603 -2.3592 -0.1796 -1.0 -0.3 0.4
H 1.2396 -2.1089 -1.4721 -0.3 1.2 1.6
H 1.0269 -0.3538 -1.7418 -0.8 -1.3 1.5
H 1.5880 0.7311 1.5509 -0.7 0.7 -0.8
H 0.9144 1.2813 -0.1228 -0.1 -0.3 0.0
H 0.8949 -2.3124 1.7425 1.0 1.8 -0.4
H 2.4768 -2.2361 1.3057 1.5 -0.5 -1.1
H 2.8580 -0.3128 2.8402 1.9 0.1 0.2
H 1.5005 -0.9903 3.4533 -0.5 -0.2 1.1
H -1.5594 1.7099 0.1366 -1.1 0.9 0.6
H -2.3795 1.1302 -1.3971 -0.6 0.1 0.1
H 0.4747 3.1815 -2.2792 -1.0 -0.6 0.3
H -1.2856 3.3464 -1.7784 0.7 0.1 0.9
H -0.9753 2.6161 -3.1836 0.8 -1.1 0.3
```
Forces are in eV/Å.

Output
Energy above the lowest of the compared OMol25 structures with the same formula, charge and spin ... 47.37 kcal/mol
Charge ... +1
Frontier orbital gap ... 0.3431 Ha



Record 5
A gas-phase ion, C5H13N2 (charge +1) in a non-equilibrium geometry, computed with ωB97M-V/def2-TZVPD.

Geometry as XYZ:
```
20
Properties=species:S:1:pos:R:3:forces:R:3
C 1.4987 0.2013 1.4647 -0.5 0.5 0.8
C 0.2434 0.5564 0.6994 0.2 -1.2 0.0
C -0.7583 1.2872 1.2072 0.4 1.4 -1.7
N -0.8096 2.1209 2.3199 0.0 -1.2 -0.8
C 0.1069 0.0333 -0.7295 0.2 1.3 0.5
C -0.3992 -1.3872 -0.9842 -1.0 0.8 -1.6
N -0.2508 -1.4942 -2.5540 -0.8 -1.4 1.4
H 1.9337 1.1202 1.8690 0.1 0.0 -0.1
H 2.2757 -0.2887 0.8918 0.0 -0.1 -0.2
H 1.2674 -0.4100 2.3484 0.1 -0.1 -0.2
H -1.4903 1.5639 0.4348 -0.3 -0.2 0.7
H -1.7784 2.2626 2.5581 0.2 0.3 0.7
H -0.1723 1.8667 3.0591 -0.3 0.1 0.3
H -0.5513 0.7408 -1.2773 -0.3 -0.6 0.3
H 1.0384 0.2503 -1.2753 0.3 -0.6 0.3
H -1.4972 -1.4162 -0.7953 0.8 -0.2 -0.1
H 0.0318 -2.3260 -0.6579 0.6 0.4 0.8
H 0.6685 -1.1543 -2.8218 -0.2 0.4 -0.3
H -1.0612 -1.0401 -2.9677 0.5 0.4 -0.5
H -0.2960 -2.4869 -2.7894 0.0 0.1 -0.3
```
Forces are in eV/Å.

Output
Energy above the lowest of the compared OMol25 structures with the same formula, charge and spin ... 51.60 kcal/mol
Charge ... +1
Frontier orbital gap ... 0.2837 Ha



Record 6
C3H7NO2 in the gas phase in a non-equilibrium geometry, computed with ωB97M-V/def2-TZVPD.

Geometry as XYZ:
```
13
Properties=species:S:1:pos:R:3:forces:R:3
O 1.0614 0.3108 -1.3871 0.1 -0.3 -0.6
C 0.4996 0.4568 -0.1225 -1.8 0.2 -0.3
O 0.9226 1.6398 0.4531 0.3 0.5 0.4
C -1.0843 0.2024 -0.1947 1.3 0.4 -0.1
C -0.7800 -1.0740 0.5807 0.6 -0.5 0.4
N 0.6305 -0.6355 0.7930 -0.3 -0.4 0.3
H 2.0162 0.1857 -1.3175 0.0 0.1 0.2
H 0.6372 2.3770 -0.1007 0.1 -0.1 -0.1
H -1.4716 0.0779 -1.2009 0.0 0.0 0.0
H -1.6459 0.9440 0.3641 0.0 0.1 0.0
H -0.8569 -1.9874 -0.0152 -0.1 0.1 0.0
H -1.2987 -1.1955 1.5317 -0.1 -0.1 -0.1
H 1.3702 -1.3020 0.6162 -0.1 0.0 -0.1
```
Forces are in eV/Å.

Output
Energy above the lowest of the compared OMol25 structures with the same formula, charge and spin ... 40.88 kcal/mol
Frontier orbital gap ... 0.3699 Ha



Record 7
A molecular structure, C35H34ClNOSi2Tc in a non-equilibrium geometry, computed with ωB97M-V/def2-TZVPD.

Geometry as XYZ:
```
75
Properties=species:S:1:pos:R:3:forces:R:3
C -1.7166 -0.4361 5.3600 -1.4 -1.4 0.5
C -2.4451 0.0308 4.2111 -0.6 -0.4 0.5
C -2.3897 -0.9973 3.2108 -0.3 -0.1 -0.2
H -2.9879 0.9734 4.1245 0.2 -0.4 0.1
C -1.5767 -2.0718 3.7143 -0.2 -0.7 -0.3
C -1.1567 -1.7270 5.0490 -2.0 0.2 0.8
H -0.5856 -2.3652 5.7235 -0.1 0.4 -0.3
H -1.6615 0.0843 6.3159 0.3 -0.1 -0.4
H -2.9096 -0.9811 2.2541 0.3 -0.1 0.3
H -1.3509 -2.9936 3.1789 -0.2 0.3 0.2
Tc -0.4088 -0.3024 3.6439 2.1 1.8 -0.3
Si 0.0107 -0.1874 1.2386 -0.1 -0.4 0.2
C -0.7416 1.3185 0.4381 0.1 0.2 0.0
C -0.0329 1.9525 -0.5948 -0.4 0.1 0.0
H 0.9386 1.5600 -0.8956 -0.2 0.1 0.1
C -0.5766 3.0647 -1.2348 -0.2 -0.1 0.0
H -0.0153 3.5578 -2.0295 -0.1 0.0 0.2
C -1.8381 3.5403 -0.8589 0.1 -0.1 0.0
H -2.2624 4.4047 -1.3670 0.1 -0.2 0.1
C -2.5400 2.9257 0.1807 0.0 0.0 0.0
H -3.5177 3.3001 0.4875 0.3 0.0 -0.1
C -1.9857 1.8296 0.8460 0.3 0.2 -0.5
H -2.5289 1.3684 1.6738 0.1 0.1 -0.3
C -0.6078 -1.7308 0.3986 0.1 -0.1 -0.3
C -1.7021 -1.6918 -0.4790 0.3 -0.5 0.2
H -2.1585 -0.7349 -0.7362 0.1 -0.2 0.1
C -2.2057 -2.8790 -1.0149 0.1 -0.1 0.1
H -3.0722 -2.8399 -1.6765 0.2 -0.1 0.1
C -1.6059 -4.1003 -0.6937 -0.1 0.1 0.0
H -2.0040 -5.0242 -1.1082 0.1 0.2 0.1
C -0.5053 -4.1459 0.1683 0.1 0.2 0.1
H -0.0319 -5.0951 0.4239 -0.2 0.2 -0.2
C -0.0096 -2.9636 0.7176 -0.5 0.0 -0.5
H 0.8508 -2.9893 1.3887 -0.1 0.0 -0.1
H 1.4939 -0.1219 1.0925 0.1 0.0 -0.2
Si 2.5551 0.2753 -4.6238 0.7 -1.3 -0.2
C 1.7470 -1.3639 -4.9371 0.0 -0.1 0.1
C 0.7516 -1.5145 -5.9147 -0.2 -0.3 0.2
H 0.4242 -0.6541 -6.5009 0.0 -0.2 0.1
C 0.1662 -2.7657 -6.1391 0.1 0.0 0.1
H -0.6210 -2.8699 -6.8876 0.3 0.0 0.2
C 0.5886 -3.8789 -5.4049 0.1 0.3 0.0
H 0.1372 -4.8551 -5.5824 0.1 0.3 0.0
C 1.5997 -3.7396 -4.4482 0.1 0.2 -0.1
H 1.9417 -4.6060 -3.8797 -0.1 0.2 -0.2
C 2.1821 -2.4897 -4.2251 -0.3 -0.2 0.0
H 2.9802 -2.3892 -3.4900 -0.2 -0.1 -0.1
C 1.3443 1.6095 -5.0594 1.8 1.2 -1.4
C 0.0758 1.6378 -4.4707 -0.6 -0.3 0.5
H -0.2219 0.8608 -3.7648 0.1 0.1 -0.1
C -0.8150 2.6727 -4.7723 -0.8 1.8 -0.9
H -1.7968 2.6935 -4.2949 0.3 0.0 -0.2
C -0.4417 3.6776 -5.6704 -1.6 -0.7 1.3
H -1.1372 4.4839 -5.9020 0.2 -0.2 0.1
C 0.8238 3.6487 -6.2665 0.3 0.5 -0.6
H 1.1171 4.4322 -6.9686 -0.1 -0.2 0.2
C 1.7143 2.6166 -5.9619 0.4 -1.7 0.9
H 2.7019 2.5837 -6.4233 -0.3 0.1 0.1
H 3.7848 0.3656 -5.4416 -0.1 0.4 0.1
Cl 3.0629 0.4554 -2.6420 -0.1 0.1 -0.1
O 1.4461 -1.0786 4.1594 1.5 -1.3 -0.2
C 1.9192 -0.8601 5.5173 0.1 -0.4 -0.2
C 1.4814 0.5291 5.8473 0.0 1.0 -0.8
C 2.1272 1.3524 6.7790 -0.4 -0.8 -0.3
C 1.7379 2.6763 6.9007 -0.2 -0.2 -0.3
C 0.7107 3.1343 6.0709 -0.4 0.1 -0.1
C 0.0881 2.2756 5.1719 0.8 -0.5 0.1
N 0.5128 0.9850 5.0183 0.4 2.0 0.9
H 1.8684 -1.8542 3.7378 -0.3 0.5 0.4
H 1.4797 -1.6122 6.1950 0.1 0.2 -0.3
H 3.0095 -0.9526 5.5272 -0.2 0.0 0.1
H 2.9241 0.8950 7.3579 -0.1 0.3 0.1
H 2.2225 3.3369 7.6152 -0.1 -0.1 -0.2
H 0.3781 4.1697 6.1074 0.1 -0.2 0.1
H -0.7332 2.5845 4.5151 0.5 0.0 0.3
```
Forces are in eV/Å.

Output
Energy above the lowest of the compared OMol25 structures with the same formula, charge and spin ... 0.00 kcal/mol
Charge ... +2
Multiplicity ... 4
Frontier orbital gap (spin up / spin down) ... 0.2440 / 0.0880 Ha



Record 8
A molecular structure, C10H40AlO9 in a non-equilibrium geometry, computed with ωB97M-V/def2-TZVPD.

Geometry as XYZ:
```
60
Properties=species:S:1:pos:R:3:forces:R:3
O 0.6610 -1.9754 0.6051 -0.4 0.2 -1.2
C -0.2998 -0.8433 0.4308 0.5 0.6 -2.2
C -1.4435 -1.2389 -0.6751 1.1 0.8 -0.3
Al -3.3483 -1.4231 0.0693 -0.1 -0.5 -1.0
H 0.8063 -2.3835 -0.3207 -0.7 1.3 2.0
H -0.7227 -0.4390 1.4548 0.9 -1.3 -1.8
H 0.3366 0.0521 -0.0343 -1.2 -1.6 1.1
H -1.4684 -0.3651 -1.4676 0.1 -1.7 1.4
H -1.1658 -2.2286 -1.2641 -0.2 2.0 1.3
H -4.3317 -0.8974 -1.0973 -0.2 0.1 0.0
H -3.6105 -0.6692 1.4362 0.2 0.4 0.6
H -3.6897 -2.9924 0.2134 0.1 -0.3 0.2
C 1.9501 2.3340 1.2691 -0.1 -0.2 0.1
O 2.5557 1.4632 0.3314 0.2 -0.3 0.3
H 1.9795 3.3536 0.8777 0.0 -0.2 0.0
H 0.9105 2.0360 1.4259 0.0 0.2 0.1
H 2.4987 2.2925 2.2132 -0.1 0.2 0.1
H 2.5150 0.5668 0.7058 -0.1 0.3 -0.3
C -3.3685 2.2314 -2.7848 -0.1 -0.3 -0.4
O -3.5444 0.8411 -2.9857 0.2 -0.2 -0.5
H -3.8594 2.5206 -1.8526 0.1 -0.2 -0.1
H -2.3017 2.4587 -2.7181 0.1 0.3 0.1
H -3.8177 2.7802 -3.6161 0.1 0.2 0.2
H -3.0987 0.6140 -3.8195 -0.3 0.0 0.5
C 3.0345 -4.9372 1.8197 -0.4 0.1 -0.1
O 1.7209 -5.4447 1.6743 -0.2 0.1 -0.1
H 3.7174 -5.7684 2.0103 -0.2 0.0 0.0
H 3.3328 -4.4269 0.9005 0.3 0.1 0.1
H 3.0663 -4.2419 2.6620 0.3 0.1 0.0
H 1.1378 -4.6849 1.5063 0.1 -0.3 0.1
C 0.5997 -1.1426 -3.8253 0.2 -0.1 0.3
O 1.1710 -2.1902 -3.0635 0.2 -0.3 0.0
H -0.4389 -1.3941 -4.0526 0.2 0.0 0.1
H 0.6300 -0.2140 -3.2499 -0.2 0.2 -0.1
H 1.1561 -1.0240 -4.7583 -0.1 0.2 -0.2
H 2.0917 -1.9391 -2.8773 -0.4 0.1 0.1
C -0.4815 -2.1856 4.3002 -0.3 0.2 -0.5
O -1.3224 -2.7453 3.3084 0.1 -0.1 -0.2
H -0.6159 -2.7381 5.2331 0.0 0.0 -0.1
H 0.5608 -2.2619 3.9809 0.2 0.1 0.2
H -0.7498 -1.1381 4.4578 0.2 -0.1 0.2
H -1.1816 -2.2349 2.4928 -0.2 -0.4 0.3
C 0.9345 1.2342 5.9482 -0.2 0.1 -0.1
O -0.3791 0.7268 5.8029 -0.4 0.4 0.1
H 1.6174 0.4030 6.1389 -0.2 0.1 0.0
H 1.2328 1.7445 5.0291 0.3 0.1 0.1
H 0.9663 1.9295 6.7906 0.3 0.1 0.0
H -0.9622 1.4865 5.6349 0.2 -0.5 0.0
C 3.8315 0.5653 -2.2938 0.0 0.3 0.0
O 3.6556 -0.8250 -2.4946 0.3 -0.7 -0.6
H 3.3406 0.8545 -1.3615 0.2 -0.1 -0.4
H 4.8983 0.7926 -2.2270 0.0 0.2 0.0
H 3.3823 1.1142 -3.1250 0.0 0.2 0.1
H 4.1013 -1.0521 -3.3284 -0.2 0.0 0.5
C -2.6655 5.5884 -3.5143 -0.1 0.1 0.0
O -3.9791 5.0809 -3.6596 -0.5 0.4 -0.2
H -1.9826 4.7571 -3.3236 -0.2 0.1 0.0
H -2.3672 6.0987 -4.4334 0.3 0.1 0.1
H -2.6337 6.2837 -2.6719 0.3 0.0 0.0
H -4.5622 5.8407 -3.8276 0.3 -0.5 0.1
```
Forces are in eV/Å.

Output
Energy above the lowest of the compared OMol25 structures with the same formula, charge and spin ... 29.79 kcal/mol
Charge ... -1
Frontier orbital gap ... 0.2394 Ha